DFT (ωB97M-V/def2-TZVPD) results for an isolated molecule of C18H29N5O3.

The energy relative to the best compared isomer or geometry (same formula, charge and spin) comes out at 0.0 kJ/mol. As for the structure (SMILES): COc1nc(OC)nc(N2CCC(C(=O)NCC3CCCCC3)CC2)n1. Its largest force on an atom is 0.8 eV Å⁻¹. The calculation puts the HOMO energy at -8.59 eV. Its net charge is 0.

Atoms and positions in Å:
O: 1.4113 2.4350 0.5348
O: -6.3284 1.0590 0.9792
O: -4.7491 -2.8669 -0.6200
N: -1.8541 0.5210 0.1872
N: -3.2981 -1.2061 -0.2486
N: -4.0899 0.8645 0.5823
N: 2.4825 1.4758 -1.1947
N: -5.5951 -0.9053 0.1908
C: 5.3675 -1.2860 1.8047
C: -6.0876 -3.3298 -0.5833
C: 5.3002 -2.4834 0.8623
C: -0.7527 -0.2400 -0.3457
C: -3.1038 0.0530 0.1633
C: -1.5465 1.9014 0.4726
C: -0.2857 0.3884 -1.6595
C: 3.7516 1.3602 -0.5118
C: 3.8960 0.0347 0.2503
C: -4.5511 -1.6208 -0.2103
C: 3.9860 -2.4729 0.0889
C: 1.3783 1.9529 -0.5776
C: -5.2947 0.3308 0.5759
C: 0.1133 1.8548 -1.4357
C: 3.8312 -1.1696 -0.6902
C: -6.0355 2.3767 1.4038
C: 5.2134 0.0167 1.0254
C: -1.0551 2.6098 -0.7923
H: -0.7586 1.9378 1.2298
H: 0.0640 -0.2256 0.3846
H: -6.9869 2.8083 1.7073
H: -2.4471 2.3792 0.8559
H: 3.0671 -0.0299 0.9633
H: -5.5961 2.9565 0.5891
H: -1.0930 -1.2637 -0.5011
H: 4.5671 -1.3616 2.5438
H: -6.0551 -4.3543 -0.9481
H: 5.3899 -3.4112 1.4306
H: 3.9500 -3.3205 -0.5988
H: 4.6319 -1.0925 -1.4309
H: 6.1355 -2.4393 0.1594
H: 0.3446 2.3149 -2.4043
H: 0.5444 -0.1916 -2.0666
H: -0.7374 3.6189 -0.5291
H: 2.3986 1.0446 -2.1001
H: -5.3358 2.3656 2.2422
H: 2.8766 -1.1805 -1.2217
H: 6.0449 0.1197 0.3235
H: 3.1534 -2.5750 0.7887
H: -1.1078 0.3486 -2.3773
H: 6.3188 -1.2854 2.3403
H: -6.7260 -2.7147 -1.2202
H: -1.8742 2.6758 -1.5115
H: 3.8056 2.1882 0.1995
H: 5.2469 0.8653 1.7113
H: 4.5542 1.4651 -1.2461
H: -6.4792 -3.2963 0.4350